(1)
ORCA calculation (ωB97M-V with the def2-TZVPD basis set) on C25H41N10SSn as an isolated structure at a distorted geometry.

Last column: Löwdin charge in e.
Atoms and positions in Å:
Sn -0.462 0.526 -0.230  1.27
C -1.478 3.821 1.121  -0.17
C -0.398 3.813 0.044  -0.20
N -0.698 2.877 -1.038  -0.16
C 0.234 3.040 -2.156  -0.14
C 1.608 2.532 -1.811  -0.27
C 2.730 2.864 -2.559  0.02
C 3.946 2.299 -2.206  0.00
C 4.026 1.521 -1.060  0.01
C 2.875 1.306 -0.317  -0.26
C 2.912 0.671 1.048  -0.13
N 1.675 -0.047 1.344  -0.15
C 1.328 -0.177 2.761  -0.17
C -0.022 2.101 2.892  -0.10
N -1.995 2.517 1.531  -0.02
N 1.689 1.746 -0.740  0.01
H -2.360 4.331 0.724  0.14
H -1.108 4.432 1.955  0.13
H 0.573 3.533 0.452  0.10
H -0.311 4.838 -0.334  0.15
H -1.635 3.092 -1.377  0.13
H 0.312 4.090 -2.464  0.15
H -0.143 2.474 -3.014  0.13
H 2.650 3.535 -3.399  0.13
H 4.825 2.481 -2.805  0.13
H 4.970 1.109 -0.739  0.13
H 3.016 1.497 1.758  0.14
H 3.801 0.039 1.149  0.14
H 1.794 -0.998 0.997  0.09
H 2.147 -0.650 3.316  0.14
H 0.461 -0.842 2.806  0.12
H 0.512 2.806 2.261  0.10
H -0.479 2.657 3.720  0.15
H -2.687 2.731 2.252  0.14
C -4.288 -0.361 2.622  0.02
C -3.021 0.036 1.933  -0.26
N -2.855 0.021 0.654  -0.03
N -3.842 -0.354 -0.190  0.01
C -3.685 -0.421 -1.523  -0.80
N -4.700 -0.868 -2.255  0.14
S -2.258 0.000 -2.309  0.60
C -1.890 0.536 2.733  -0.20
C -1.717 0.060 3.990  0.02
C -0.744 0.299 5.028  -0.06
C 0.501 0.750 4.868  -0.03
C 1.004 1.131 3.509  -0.25
N -1.082 1.516 2.069  -0.18
H -4.978 -0.910 1.984  0.08
H -4.799 0.532 2.987  0.12
H -4.094 -0.983 3.492  0.09
H -4.757 -0.591 0.191  0.15
H -5.594 -1.138 -1.875  0.13
H -4.616 -0.863 -3.259  0.12
H -2.419 -0.702 4.300  0.11
H -1.070 -0.002 6.013  0.12
H 1.151 0.876 5.717  0.13
H 1.935 1.695 3.621  0.14
C 0.030 -4.205 -3.212  -0.05
C -0.463 -3.133 -2.212  -0.15
N 0.666 -2.464 -1.582  -0.19
C 1.529 -1.909 -2.614  -0.14
C 2.139 -3.039 -3.475  -0.05
N 1.502 -4.314 -3.064  -0.09
C 1.853 -4.626 -1.657  -0.05
C 1.414 -3.426 -0.786  -0.14
H -0.196 -3.925 -4.242  0.15
H -0.424 -5.178 -3.018  0.15
H -1.077 -3.580 -1.429  0.14
H -1.064 -2.378 -2.721  0.06
H 2.314 -1.319 -2.136  0.12
H 0.926 -1.231 -3.222  0.13
H 3.217 -3.124 -3.328  0.15
H 1.958 -2.877 -4.538  0.15
H 1.842 -5.070 -3.667  0.21
H 2.928 -4.797 -1.589  0.15
H 1.348 -5.547 -1.365  0.15
H 2.285 -2.921 -0.366  0.12
H 0.784 -3.763 0.039  0.13

Its energy above the lowest of the compared OMol25 structures with the same formula, charge and spin is 81.3 kcal per mole. Its orbital gap is 0.279 Eh. The calculation puts the HOMO energy at -15.2 eV. The total energy comes out at -58133.364 eV. The net charge is +3.

***

(2)
ORCA calculation (ωB97M-V with the def2-TZVPD basis set) on C25H42AlBCl2F6N5O6P as an isolated structure at a distorted geometry.

Last column: Löwdin charge in e.
Atoms and positions in Å:
C 5.974 -1.661 -0.639  -0.06
C 5.190 -1.867 -1.933  -0.29
O 4.015 -1.093 -1.958  -0.15
C 3.279 -1.444 -3.127  -0.21
C 1.935 -0.741 -3.173  -0.14
C 0.821 -1.559 -2.513  -0.18
C 0.684 -1.206 -1.016  -0.21
C -0.069 0.134 -0.948  -0.09
C -0.890 0.645 0.258  -0.16
C -1.846 1.680 -0.400  -0.06
C -1.133 2.663 -1.358  -0.37
C -1.788 2.786 -2.691  0.04
O -1.846 3.802 -1.596  -0.06
C -0.115 1.129 1.503  -0.28
N -0.282 2.502 1.959  0.11
C -0.361 3.610 1.334  -0.36
C -1.487 4.549 1.686  -0.02
C 0.584 4.264 0.368  -0.06
C 1.416 0.802 1.597  -0.55
Cl 2.556 2.119 1.567  0.84
C 2.013 -0.375 1.764  -0.68
C 3.486 -0.594 1.852  -0.12
Cl 1.116 -1.849 1.968  0.88
C -0.680 0.402 2.746  -0.20
C -0.096 0.721 4.045  -0.01
B 0.784 -0.321 4.874  -0.69
O 0.553 -1.665 4.956  0.10
O 1.841 0.187 5.609  0.17
N -1.626 -0.408 2.386  -0.05
P -2.298 -1.505 3.619  0.83
N -3.761 -2.018 3.487  -0.22
C -2.027 -0.306 0.929  -0.22
C -2.126 -1.756 0.460  -0.11
C -2.361 -1.975 -1.048  -0.23
N -3.525 -2.828 -1.296  0.02
N -3.388 0.257 1.015  0.11
C -4.510 -0.222 0.265  -0.44
O -5.023 0.436 -0.623  0.20
F -5.036 -1.385 0.614  0.16
C -3.843 1.050 2.056  -0.48
O -4.965 0.927 2.512  0.17
F -3.051 2.008 2.526  0.16
H 5.658 -0.762 -0.125  0.05
H 7.030 -1.571 -0.856  0.07
H 5.822 -2.503 0.029  0.07
H 5.847 -1.619 -2.768  0.12
H 4.967 -2.929 -2.033  0.12
H 3.848 -1.154 -4.010  0.13
H 3.143 -2.523 -3.203  0.12
H 1.679 -0.544 -4.206  0.11
H 2.090 0.216 -2.676  0.11
H -0.123 -1.422 -3.030  0.10
H 1.110 -2.602 -2.587  0.12
H 1.708 -1.103 -0.677  0.09
H 0.247 -2.068 -0.539  0.05
H -0.731 0.134 -1.800  0.12
H 0.729 0.853 -1.083  0.12
H -2.274 2.396 0.285  0.10
H -2.546 1.236 -1.088  0.11
H -0.071 2.724 -1.351  0.10
H -2.802 2.446 -2.778  0.12
H -1.323 3.402 -3.436  0.12
H -1.158 5.584 1.639  0.09
H -1.811 4.396 2.706  0.08
H -2.294 4.455 0.966  0.09
H 1.087 3.548 -0.271  0.05
H 1.366 4.778 0.919  0.09
H 0.066 4.950 -0.289  0.09
H 3.879 -0.082 2.724  0.09
H 3.715 -1.649 1.884  0.07
H 3.956 -0.158 0.980  0.06
H 0.475 1.636 3.983  0.12
H -0.928 0.981 4.710  0.14
H 0.354 -1.923 5.860  0.13
H 1.471 0.731 6.312  0.12
H -1.396 -2.580 3.591  0.03
H -2.148 -0.862 4.864  0.04
H -4.237 -1.620 2.686  -0.04
H -1.260 -2.341 0.737  0.08
H -2.940 -2.266 0.966  0.09
H -2.539 -1.018 -1.537  0.11
H -1.509 -2.413 -1.557  0.10
H -3.516 -3.101 -2.266  0.09
H -3.504 -3.644 -0.703  0.08
F -0.368 -3.079 -8.117  -0.19
Al 0.147 -1.984 -6.937  -0.16
F 1.847 -1.910 -6.903  -0.20
F -0.398 -2.490 -5.392  -0.20
F -0.475 -0.436 -7.255  -0.20

Its orbital gap is 0.284 Eh. The calculation puts the HOMO energy at -9.8 eV. The total energy comes out at -104256.915 eV.

***

(3)
ORCA calculation (ωB97M-V with the def2-TZVPD basis set) on C25H42BClF3IN10NbO4S as an isolated structure at a distorted geometry.

Last column: Löwdin charge in e.
Atoms and positions in Å:
N -1.690 2.590 3.115  0.06
B -1.550 1.130 3.505  -0.62
O -0.418 0.651 4.353  -0.10
Nb -3.010 -0.546 2.814  1.56
C -1.329 -1.994 2.408  -0.38
C -0.603 -1.926 0.951  -0.30
C 0.725 -0.970 1.103  -0.22
C 1.167 -0.171 -0.257  -0.27
S 0.791 -1.051 -1.865  0.50
O 1.896 -0.578 -2.888  -0.48
O 0.896 -2.594 -1.817  -0.40
Cl -1.021 -0.301 -2.579  0.36
C -4.587 -2.162 2.260  -0.38
C -6.094 -1.472 2.463  -0.77
O -6.899 -1.174 1.411  -0.19
I -6.725 -1.066 4.564  0.56
C -3.022 0.364 0.738  -0.37
F -4.012 1.505 0.761  -0.13
F -3.570 -0.578 -0.309  -0.12
F -1.733 0.967 0.318  -0.12
H -1.718 3.114 4.023  -0.01
H -2.633 2.693 2.679  0.03
H -0.840 0.279 5.183  0.05
H -4.405 0.536 3.238  -0.11
H -3.088 -1.175 4.535  -0.09
H -0.479 -1.789 3.221  0.06
H -1.685 -3.098 2.604  0.05
H -1.289 -1.684 0.038  0.06
H -0.178 -3.024 0.744  0.11
H 1.636 -1.695 1.369  0.14
H 0.677 -0.188 1.971  0.10
H 0.769 0.953 -0.220  0.13
H 2.355 -0.064 -0.205  0.09
H -4.449 -3.090 2.995  0.05
H -4.413 -2.578 1.180  0.06
C 2.172 -4.457 -4.452  -0.06
C 1.595 -5.553 -5.334  -0.21
N 1.117 -6.462 -6.065  0.06
H 1.397 -4.069 -3.785  0.06
H 2.993 -4.856 -3.850  0.05
H 2.549 -3.639 -5.073  0.08
C 2.128 1.943 -5.032  -0.09
C 2.624 3.066 -4.136  -0.20
N 3.036 3.998 -3.393  0.08
H 2.768 1.860 -5.915  0.02
H 2.149 0.995 -4.487  0.04
H 1.103 2.147 -5.352  0.07
C 5.879 1.619 -2.686  -0.07
C 5.307 0.993 -1.425  -0.19
N 4.832 0.473 -0.379  0.09
H 5.098 2.171 -3.216  0.04
H 6.687 2.309 -2.425  0.08
H 6.274 0.840 -3.343  0.08
C 0.081 2.517 -8.641  -0.07
C 1.540 2.606 -8.223  -0.18
N 2.750 2.680 -7.877  0.10
H -0.303 3.515 -8.870  0.08
H -0.014 1.887 -9.530  0.08
H -0.513 2.083 -7.832  0.08
C 4.371 -8.119 -4.395  -0.08
C 4.867 -6.996 -3.499  -0.21
N 5.279 -6.064 -2.756  0.09
H 5.010 -8.202 -5.278  0.08
H 4.392 -9.067 -3.850  0.07
H 3.345 -7.915 -4.715  0.05
C -3.118 -3.095 7.850  -0.07
C -2.493 -2.249 6.752  -0.16
N -1.975 -1.547 5.841  0.05
H -2.914 -4.153 7.667  0.07
H -2.699 -2.814 8.820  0.07
H -4.200 -2.939 7.871  0.07
C -2.072 6.697 4.368  -0.07
C -2.043 5.350 5.070  -0.17
N -2.019 4.232 5.653  0.10
H -1.571 6.623 3.399  0.07
H -3.108 7.013 4.210  0.08
H -1.561 7.447 4.977  0.07
C 2.748 2.404 4.071  -0.07
C 2.706 0.896 4.254  -0.22
N 2.672 -0.355 4.407  0.09
H 1.738 2.817 4.150  0.07
H 3.379 2.856 4.841  0.07
H 3.156 2.649 3.086  0.07
C -2.941 3.949 -1.292  -0.07
C -2.445 5.073 -0.396  -0.20
N -2.034 6.005 0.347  0.07
H -2.302 3.867 -2.175  0.07
H -2.921 3.002 -0.747  0.04
H -3.967 4.153 -1.613  0.08

Its energy above the lowest of the compared OMol25 structures with the same formula, charge and spin is 311.5 kcal per mole. Its orbital gap is 0.226 Eh. The calculation puts the HOMO energy at -4.9 eV. The total energy comes out at -91516.810 eV. The net charge is -1.